1.
The following is a DFT calculation (the ωB97M-V functional and the def2-TZVPD basis) of a cluster of 13 separate species, C42H106N4O13 in total in a non-equilibrium geometry.

ORCA input file:
```
! wB97M-V def2-TZVPD RIJCOSX def2/J DEFGRID3
* xyz 0 1
C 1.792 2.988 -3.128
C 2.674 3.292 -4.363
C 4.053 3.535 -3.724
C 5.256 3.602 -4.712
C 5.220 2.351 -5.617
C 3.882 2.053 -6.248
N 2.884 2.105 -5.198
O 1.634 1.605 -5.691
C 3.596 2.995 -7.479
C 3.963 0.638 -6.880
C 2.181 4.553 -5.059
H 2.114 3.513 -2.232
H 1.870 1.920 -2.915
H 0.744 3.273 -3.248
H 4.099 4.574 -3.376
H 4.241 2.848 -2.901
H 6.213 3.708 -4.207
H 5.100 4.454 -5.378
H 5.618 1.474 -5.103
H 5.891 2.588 -6.451
H 4.295 2.767 -8.286
H 2.602 2.720 -7.833
H 3.666 4.065 -7.302
H 4.934 0.561 -7.369
H 3.922 -0.150 -6.126
H 3.137 0.510 -7.576
H 1.300 4.364 -5.675
H 3.024 4.857 -5.673
H 1.835 5.297 -4.342
H 1.589 0.759 -5.230
C -5.093 -5.042 1.968
C -6.193 -3.978 1.942
C -5.516 -2.621 1.540
C -6.390 -1.639 0.772
C -7.176 -2.334 -0.344
C -8.052 -3.469 0.195
N -7.269 -4.369 1.037
O -7.861 -5.611 1.296
C -9.221 -2.900 1.045
C -8.606 -4.184 -1.029
C -6.750 -3.772 3.357
H -5.550 -6.001 2.250
H -4.263 -4.868 2.648
H -4.759 -5.363 0.978
H -5.279 -2.120 2.481
H -4.529 -2.766 1.093
H -5.906 -0.794 0.274
H -7.057 -1.117 1.464
H -6.458 -2.685 -1.085
H -7.808 -1.570 -0.804
H -9.877 -3.653 1.479
H -8.778 -2.364 1.882
H -9.825 -2.211 0.451
H -8.778 -3.474 -1.845
H -7.972 -4.992 -1.393
H -9.625 -4.581 -0.969
H -5.995 -3.388 4.048
H -6.953 -4.728 3.863
H -7.663 -3.187 3.418
H -8.083 -5.589 2.244
C 4.322 -0.849 3.596
C 3.418 -1.885 2.942
C 4.219 -2.869 2.096
C 4.857 -3.979 2.868
C 3.886 -4.746 3.704
C 3.096 -3.792 4.639
N 2.544 -2.625 3.911
O 1.722 -1.793 4.674
C 1.886 -4.616 5.126
C 3.995 -3.394 5.819
C 2.408 -1.166 2.024
H 5.096 -1.338 4.193
H 3.806 -0.170 4.279
H 4.778 -0.186 2.858
H 3.732 -3.195 1.173
H 4.987 -2.229 1.638
H 5.649 -3.642 3.546
H 5.423 -4.632 2.194
H 4.433 -5.541 4.223
H 3.188 -5.380 3.142
H 1.362 -4.066 5.913
H 1.144 -4.737 4.335
H 2.167 -5.594 5.516
H 4.006 -4.145 6.610
H 5.029 -3.233 5.512
H 3.687 -2.437 6.246
H 1.701 -0.537 2.561
H 1.866 -1.924 1.458
H 2.970 -0.509 1.355
H 0.838 -2.115 4.446
C 2.470 2.449 2.757
C 3.061 3.356 1.682
C 2.369 4.710 1.745
C 3.059 5.752 0.870
C 4.510 5.837 1.299
C 5.264 4.483 1.105
N 4.506 3.514 1.895
O 5.165 2.249 1.964
C 5.541 4.138 -0.361
C 6.562 4.710 1.882
C 2.724 2.687 0.326
H 2.591 3.027 3.676
H 3.007 1.506 2.798
H 1.421 2.217 2.578
H 1.333 4.575 1.426
H 2.322 5.128 2.754
H 2.601 6.732 1.025
H 3.029 5.544 -0.203
H 4.576 6.076 2.359
H 4.993 6.581 0.660
H 5.411 3.071 -0.554
H 5.020 4.773 -1.076
H 6.590 4.283 -0.641
H 7.143 5.570 1.541
H 6.346 4.918 2.932
H 7.201 3.825 1.899
H 1.721 2.727 -0.123
H 2.893 1.607 0.388
H 3.175 3.056 -0.601
H 5.172 1.971 1.030
O -4.716 -1.129 -2.152
H -4.387 -2.057 -2.135
H -5.672 -1.206 -2.068
O -3.544 -3.464 -2.363
H -3.780 -4.166 -2.983
H -2.750 -3.781 -1.921
O -2.273 -1.484 -4.597
H -2.495 -2.131 -3.921
H -2.786 -0.697 -4.359
O -3.494 1.186 -3.164
H -2.909 1.119 -2.403
H -4.285 0.686 -2.905
O -0.597 -3.984 -2.998
H -0.495 -3.705 -2.079
H -1.080 -4.817 -2.954
O -0.966 -2.114 3.425
H -1.168 -1.239 3.778
H -1.497 -2.182 2.625
O 1.068 -1.597 -4.759
H 0.416 -0.905 -4.590
H 0.762 -2.342 -4.228
C -0.074 0.482 -1.368
C -0.902 -0.668 -0.811
C -1.761 -0.218 0.381
O -1.722 -1.185 -1.838
H -0.697 1.323 -1.665
H 0.478 0.049 -2.203
H 0.615 0.794 -0.582
H -0.217 -1.457 -0.478
H -1.176 -0.151 1.309
H -2.528 -0.935 0.697
H -2.242 0.761 0.357
H -2.647 -1.342 -1.621
C -4.371 2.692 3.842
C -4.343 2.878 2.337
C -4.689 1.591 1.581
O -5.190 3.981 2.040
H -5.394 2.520 4.184
H -3.990 3.556 4.397
H -3.713 1.930 4.267
H -3.310 3.128 2.064
H -5.734 1.314 1.724
H -4.057 0.785 1.942
H -4.515 1.918 0.552
H -5.201 4.061 1.078
*
```

Summary:
Energy above the lowest of the compared OMol25 structures with the same formula, charge and spin   231.5 kJ/mol
Gap between HOMO and LUMO   7.437 eV
Electronic energy   -77844.9725 eV

2.
The following is a DFT calculation (the ωB97M-V functional and the def2-TZVPD basis) of a structure of composition C6H5NO2 in a non-equilibrium geometry.

ORCA input file:
```
! wB97M-V def2-TZVPD RIJCOSX def2/J DEFGRID3
* xyz 0 1
C 0.824 -0.436 2.113
C -0.286 -0.039 1.369
C 0.862 -0.184 -0.800
C 1.997 -0.436 1.418
C 2.568 -0.009 0.219
C -0.260 0.082 -0.018
N 0.952 0.100 -2.080
O 3.039 -1.163 1.054
O -1.431 0.336 -0.716
H 0.720 -0.810 3.118
H -1.242 0.056 1.870
H 1.779 -0.156 -2.593
H 0.266 0.697 -2.528
H -2.172 0.343 -0.099
*
```

Summary:
Energy above the lowest of the compared OMol25 structures with the same formula, charge and spin   658.7 kJ/mol
Gap between HOMO and LUMO   7.783 eV
Electronic energy   -11881.7180 eV